(1)
Below is a molecular structure, C21H36AsMnN4O6S2, with properties calculated with ωB97M-V/def2-TZVPD.

```
! RIJCOSX wB97M-V def2-TZVPD def2/J DEFGRID3
* xyz -1 6
Mn 0.898 0.378 0.175
C 2.348 -3.684 -0.971
C 1.716 -2.386 -1.411
O 0.931 -1.785 -0.703
N 2.058 -1.955 -2.665
C 1.973 -0.529 -3.017
C 3.052 0.264 -2.308
C 4.036 0.966 -2.988
C 5.050 1.567 -2.258
C 5.072 1.405 -0.885
C 4.034 0.703 -0.285
N 3.027 0.181 -0.980
H 1.775 -4.087 -0.141
H 3.362 -3.476 -0.623
H 2.396 -4.410 -1.785
H 2.857 -2.429 -3.060
H 0.993 -0.148 -2.699
H 2.085 -0.441 -4.096
H 3.989 1.054 -4.066
H 5.811 2.155 -2.757
H 5.858 1.828 -0.276
H 3.974 0.577 0.791
O 0.418 0.266 3.855
S 1.073 0.965 2.757
O 1.940 2.054 3.166
O 1.851 -0.045 1.904
O -0.010 1.495 1.785
C 0.252 -2.882 3.764
C -0.785 -3.062 2.660
As -1.181 -1.453 1.590
C -2.546 -0.615 2.736
C -3.809 -1.396 3.076
C -2.473 -2.475 0.479
C -1.850 -3.208 -0.708
H 0.380 -3.811 4.328
H -0.037 -2.088 4.452
H 1.217 -2.588 3.350
H -1.728 -3.435 3.067
H -0.441 -3.804 1.932
H -2.800 0.328 2.245
H -2.002 -0.342 3.644
H -4.410 -1.614 2.192
H -4.435 -0.821 3.765
H -3.582 -2.345 3.566
H -3.223 -1.768 0.113
H -2.984 -3.192 1.125
H -1.372 -2.511 -1.396
H -2.607 -3.768 -1.264
H -1.086 -3.918 -0.380
S 1.865 2.999 -0.515
C 0.470 3.865 -0.407
N -0.321 3.619 0.696
C -1.468 4.250 0.922
C -1.916 5.192 0.042
C -1.108 5.394 -1.095
N 0.024 4.789 -1.329
H -0.054 2.741 1.228
H -1.996 3.977 1.827
H -2.835 5.732 0.202
H -1.431 6.092 -1.865
C -1.920 0.678 -3.083
C -1.645 0.662 -1.579
C -2.486 1.725 -0.870
O -0.300 0.861 -1.343
H -2.992 0.634 -3.305
H -1.434 -0.173 -3.568
H -1.506 1.600 -3.501
H -1.966 -0.322 -1.188
H -2.281 2.709 -1.305
H -2.208 1.749 0.188
H -3.558 1.514 -0.951
*
```

## Properties
Kohn-Sham gap (spin up / spin down) (eV): 6.6 / 7.2

Löwdin population analysis, charges in e, atoms 1 to 2:
1 Mn 0.677
2 C 0.015



(2)
Below is a molecular structure, C21H36BF2N3PdS2Sb, with properties calculated with ωB97M-V/def2-TZVPD.

```
! RIJCOSX wB97M-V def2-TZVPD def2/J DEFGRID3
* xyz 1 1
Pd -0.472 1.168 -0.820
S -2.716 1.334 -0.771
C -2.726 2.372 -2.145
S -1.083 2.703 -2.777
C -3.817 2.878 -2.760
C -3.690 3.773 -3.869
N -3.555 4.476 -4.768
C -5.118 2.521 -2.282
N -6.141 2.185 -1.881
F 0.697 4.421 -1.686
B -0.562 4.030 -1.608
F -1.378 4.570 -0.739
C 4.387 2.797 -2.150
C 3.965 2.520 -0.700
C 4.909 1.509 -0.035
C 3.896 3.824 0.108
C 2.616 1.935 -0.726
N 1.566 1.478 -0.749
H 5.383 3.238 -2.141
H 3.705 3.498 -2.632
H 4.423 1.879 -2.735
H 5.912 1.935 -0.015
H 4.945 0.573 -0.593
H 4.606 1.298 0.991
H 4.891 4.269 0.129
H 3.582 3.638 1.135
H 3.209 4.536 -0.349
C 1.841 -0.951 2.022
C 1.260 -1.862 0.940
C 1.174 -3.299 1.455
C 2.165 -1.843 -0.289
Sb -0.732 -1.088 0.430
C -1.847 -0.736 2.283
C -3.346 -0.733 1.986
C -1.427 0.641 2.797
C -1.540 -1.809 3.326
C -1.755 -2.630 -0.751
C -2.159 -3.768 0.187
C -2.991 -2.057 -1.434
C -0.790 -3.147 -1.816
H 2.873 -1.258 2.219
H 1.297 -1.027 2.963
H 1.856 0.096 1.717
H 2.173 -3.603 1.782
H 0.871 -3.994 0.672
H 0.504 -3.416 2.305
H 3.160 -2.182 0.020
H 2.269 -0.852 -0.715
H 1.825 -2.517 -1.072
H -3.636 0.032 1.268
H -3.873 -0.514 2.919
H -3.707 -1.698 1.631
H -1.675 1.433 2.087
H -0.360 0.699 3.018
H -1.969 0.847 3.725
H -1.782 -2.814 2.979
H -2.159 -1.611 4.207
H -0.503 -1.790 3.654
H -2.911 -3.461 0.913
H -1.314 -4.198 0.724
H -2.601 -4.566 -0.417
H -3.701 -1.612 -0.737
H -3.500 -2.879 -1.947
H -2.733 -1.309 -2.182
H 0.032 -3.719 -1.388
H -0.381 -2.344 -2.434
H -1.341 -3.821 -2.479
*
```

## Properties
Kohn-Sham gap (eV): 7.3
Relative energy (zero: lowest compared OMol25 entry of this formula, charge and spin) (kJ/mol): 0.0

Löwdin population analysis, charges in e, atoms 1 to 2:
1 Pd 0.284
2 S 0.669



(3)
Below is a molecular structure, C21H36Cl2DyN3O4, with properties calculated with ωB97M-V/def2-TZVPD.

```
! RIJCOSX wB97M-V def2-TZVPD def2/J DEFGRID3
* xyz 0 6
O -1.876 -3.312 -0.537
C -0.659 -3.253 -0.705
C 0.436 -3.765 0.193
C 0.488 -3.498 1.573
H 0.053 -2.561 1.930
C 1.148 -4.407 2.419
H 1.108 -4.267 3.508
C 1.837 -5.495 1.855
H 2.254 -6.264 2.509
C 1.996 -5.598 0.459
H 2.598 -6.411 0.032
C 1.362 -4.665 -0.364
H 1.589 -4.599 -1.427
H -0.240 -2.662 -1.541
C 1.374 -0.611 -2.764
C 1.724 -0.509 -1.325
H 1.915 -1.435 -3.271
H 1.590 0.321 -3.320
H 0.295 -0.814 -2.884
C 2.743 -1.070 -0.679
C 4.154 -0.959 -1.221
H 2.642 -1.534 0.322
H 4.664 -1.926 -1.293
H 4.761 -0.286 -0.598
H 4.078 -0.535 -2.234
Dy 0.526 1.066 -0.210
Cl 2.608 2.343 -0.921
C 0.822 3.905 1.051
O -0.129 3.216 0.575
N 0.774 5.219 1.220
C -0.405 5.928 0.716
C 1.901 5.975 1.794
H 1.756 3.381 1.298
H -1.106 5.154 0.407
H -0.149 6.572 -0.130
H -0.860 6.563 1.479
H 2.623 5.263 2.224
H 1.563 6.659 2.586
H 2.410 6.584 1.029
H -3.826 -2.327 2.986
H -3.238 -0.350 4.188
C -2.861 -2.296 2.468
C -2.337 -0.139 3.607
N -2.422 -0.914 2.372
H -2.954 -2.718 1.460
C -2.145 -0.399 1.180
O -1.282 0.501 1.014
H -2.282 0.930 3.395
H -2.727 -0.793 0.330
H -2.128 -2.887 3.038
H -1.470 -0.445 4.202
H -2.723 2.903 -4.328
H -4.561 0.948 -3.907
C -2.021 2.060 -4.337
C -3.695 0.271 -3.887
N -2.503 0.991 -3.459
H -1.039 2.393 -3.997
C -1.929 0.740 -2.295
O -0.928 1.401 -1.886
H -3.898 -0.552 -3.192
H -2.340 -0.099 -1.703
H -1.964 1.672 -5.360
H -3.542 -0.128 -4.897
Cl 0.929 1.323 3.207
C 1.562 0.363 1.932
H 2.650 0.518 1.962
H 1.305 -0.684 2.148
*
```

## Properties
Kohn-Sham gap (spin up / spin down) (eV): 5.8 / 5.8

Löwdin population analysis, charges in e, atoms 1 to 2:
1 O 0.015
2 C -0.180